[1]
{"formula": "C4H5F4N3", "method": "ωB97M-V with the def2-TZVPD basis set", "smiles": "C[C@@](C#N)(CN(F)F)N(F)F", "homo_lumo_gap_ev": 11.443, "homo_ha": -0.398, "species": ["C", "C", "C", "C", "N", "N", "N", "F", "F", "F", "F", "H", "H", "H", "H", "H"], "positions_angstrom": [[0.8752, -1.4684, 0.9824], [0.5034, -0.0562, -0.9975], [-1.1544, -0.1189, 1.0043], [-0.1161, -0.8337, 0.1545], [1.6569, -1.9682, 1.6487], [-2.1352, 0.5510, 0.1601], [-0.8543, -2.2195, -0.6440], [-3.3191, 0.6434, 0.8675], [-1.7649, 1.8884, 0.0357], [-1.5345, -2.8804, 0.3379], [-1.8516, -1.6937, -1.4166], [0.1132, 0.9559, -1.0432], [1.5844, -0.0148, -0.8905], [0.2814, -0.5448, -1.9429], [-1.6938, -0.8391, 1.6308], [-0.6419, 0.5890, 1.6691]], "atomic_forces_ev_per_a": [[-0.2148, -0.0921, 0.0784], [0.0942, 0.1615, -0.0528], [0.1037, 0.0479, 0.7672], [-1.6966, -1.7393, -1.7745], [0.4518, -0.2391, 0.3540], [-0.4286, -0.0178, -0.9629], [1.9907, 1.7347, 0.8353], [0.2578, -0.0519, 0.3318], [0.2288, -0.0898, 0.3451], [-0.3515, -0.0254, 0.4535], [-0.3139, 0.1734, -0.0270], [-0.0068, 0.0200, -0.0101], [0.0060, 0.0342, 0.0026], [-0.0282, -0.0441, -0.0201], [0.0630, 0.1365, -0.2387], [-0.1556, -0.0087, -0.0816]]}



[2]
{"formula": "C4H5FN2", "method": "ωB97M-V with the def2-TZVPD basis set", "multiplicity": 3, "s2": 2.027, "homo_lumo_gap_ev": [5.595, 8.438], "homo_ha": [-0.171, -0.387], "species": ["C", "C", "C", "C", "N", "N", "F", "H", "H", "H", "H", "H"], "positions_angstrom": [[-0.2060, -1.0290, 0.1522], [-1.7191, 0.5100, -0.3864], [0.3421, 0.2258, -0.0150], [1.7580, 0.5113, 0.2366], [-0.6178, 1.1619, -0.3288], [-1.5822, -0.8106, -0.0871], [2.6324, -0.2295, -0.4800], [0.4396, -1.8837, 0.3444], [-2.5926, 0.9594, -0.5426], [1.9473, 0.3482, 1.3494], [1.9238, 1.6468, 0.1087], [-2.3253, -1.4106, -0.3514]], "atomic_forces_ev_per_a": [[-1.4688, -4.5958, 0.5017], [2.1297, -0.3282, 0.4120], [1.4732, 5.9329, -1.2627], [-0.9273, 3.3854, 2.1400], [3.4144, 0.4865, 0.2827], [-0.5651, -2.2517, 0.7764], [0.6633, -0.7492, -0.6809], [-1.1902, -0.2828, -0.1873], [-3.5734, 1.4916, -0.6955], [0.0367, -0.2577, -1.0049], [-0.0415, -1.7542, -0.2035], [0.0490, -1.0769, -0.0780]]}



[3]
{"formula": "C4H5FN3", "method": "ωB97M-V with the def2-TZVPD basis set", "homo_lumo_gap_ev": [8.060, 8.061], "charge": 1, "homo_ha": [-0.533, -0.534], "species": ["C", "C", "C", "C", "N", "N", "N", "F", "H", "H", "H", "H", "H"], "positions_angstrom": [[0.6437, -0.9187, 0.6507], [-0.3388, 0.9308, -0.3772], [-1.7341, 1.5428, -0.5569], [2.0042, -1.0483, 0.3303], [-0.4681, -1.2489, 1.0331], [-1.5883, -0.5634, 0.9755], [-1.4155, 0.4292, 0.1864], [0.3333, 0.4674, -1.4373], [-1.9635, 2.5020, 0.0105], [-2.2527, 1.3708, -1.5572], [2.4289, -0.1732, 0.6754], [2.1491, -1.3358, -0.7134], [2.2019, -1.9547, 0.7802]], "atomic_forces_ev_per_a": [[-3.0371, -0.2731, 1.0432], [-0.3060, 0.9997, -1.0035], [-0.9724, 3.8964, -1.2557], [-1.4871, -0.4127, -2.0197], [2.7047, 0.8079, -1.4719], [-2.5161, 0.1837, 0.6704], [1.7531, -3.6338, 1.2451], [0.0232, -0.3360, 0.1540], [0.0623, -1.3934, -0.9400], [0.4798, 0.1059, 1.4535], [1.9209, 1.3877, 0.5567], [0.0021, 0.6658, -0.2457], [1.3725, -1.9983, 1.8136]]}



Ordered E results: -19560.998, -9921.592, -11401.318; unit eV.
Ordered energy relative to the best compared isomer or geometry (same formula, charge and spin) results: 0.0, 0.0, 107.1; unit kcal per mole.